ORCA calculation (ωB97M-V/def2-TZVPD) on a cluster of 9 separate species, C41H81F3N3O36S8 in total.

The value obtained for the calculated total energy is -7967.8327 Ha. The total charge is +1. The value obtained for the gap between HOMO and LUMO is 7.5 eV.

Atoms and positions in Å:
C: 4.5676 3.7392 3.1314
O: 5.1033 2.5727 2.3922
C: 4.6032 2.5813 0.9884
C: 3.7085 1.2371 0.6917
C: 2.0957 1.4155 1.1059
C: 1.1541 0.5175 0.1426
C: 0.7853 -0.8704 0.9642
C: 0.1200 -2.0513 -0.0002
C: 2.1327 -1.6133 1.6218
O: 3.0570 -1.9393 0.5248
C: 4.2117 -2.6487 1.0962
N: -0.2203 -0.6096 2.0579
C: -1.1186 0.5743 1.7829
N: -1.7099 1.2055 2.8871
C: -1.4731 0.7274 4.3353
C: 0.0523 0.9403 4.8736
C: 0.2037 1.3831 6.4413
F: 1.3621 2.3273 6.6598
F: -1.0201 1.9146 7.0778
F: 0.5764 0.1405 7.2096
C: -2.6839 2.3555 2.7461
C: -2.2493 3.7546 3.4672
C: -0.6423 4.0165 3.6134
C: -3.0940 3.9500 4.8978
N: -1.3753 0.9944 0.3669
C: -2.5908 0.4126 -0.2649
C: -3.4595 1.4803 -1.2173
C: -5.0027 1.5930 -0.6394
O: -5.7029 0.2982 -0.6610
C: -7.1203 0.5405 -0.2714
C: -0.1818 1.1970 -0.4871
C: -0.2964 0.6174 -2.0498
C: -0.0746 2.8484 -0.7433
O: -0.4908 3.6428 0.4220
C: 0.1091 4.9972 0.3175
H: 4.4438 3.4439 4.2739
H: 3.4969 4.0370 2.7517
H: 5.3254 4.6347 3.0943
H: 5.5819 2.4896 0.3112
H: 4.0755 3.5854 0.6893
H: 3.8583 0.8472 -0.4008
H: 4.1418 0.3891 1.4118
H: 2.0591 1.0886 2.2546
H: 1.9224 2.5689 1.1140
H: 1.8251 0.1627 -0.7793
H: 0.5561 -1.9292 -1.1010
H: -1.0486 -2.0878 0.0408
H: 0.4990 -3.1210 0.3578
H: 2.6027 -1.0077 2.5059
H: 1.7164 -2.6237 2.0972
H: 4.8954 -1.8971 1.7214
H: 3.8021 -3.5244 1.7771
H: 4.8231 -3.1013 0.1783
H: -0.8341 -1.4485 2.2184
H: -1.6777 -0.4464 4.2963
H: -2.3200 1.1792 5.0026
H: 0.5894 -0.1225 4.7787
H: 0.7201 1.6604 4.1938
H: -3.0037 2.6102 1.6501
H: -3.6836 1.9978 3.2936
H: -2.6645 4.6309 2.7698
H: -0.3813 3.8682 4.7689
H: -0.4336 5.1647 3.3950
H: 0.0428 3.3280 2.9593
H: -4.2608 3.9010 4.6487
H: -2.7795 3.1836 5.7234
H: -2.8954 5.0275 5.3107
H: -3.3498 0.1601 0.6238
H: -2.4388 -0.6388 -0.8074
H: -2.9664 2.5447 -1.0217
H: -3.3963 1.2137 -2.3588
H: -5.6124 2.4111 -1.2255
H: -4.9784 1.9428 0.5006
H: -7.2682 1.5901 0.2489
H: -7.4779 -0.2694 0.5152
H: -7.8114 0.5464 -1.2355
H: -0.7116 -0.4684 -2.1209
H: 0.7461 0.6473 -2.6155
H: -1.0219 1.2926 -2.7155
H: 1.0179 3.1220 -1.1319
H: -0.7970 3.1733 -1.6366
H: 1.2077 4.9234 0.7454
H: 0.1115 5.2727 -0.8295
H: -0.5762 5.7070 0.9658
C: -4.6016 -2.9460 -4.1950
C: -4.4878 -1.7423 -5.1266
O: -5.5703 -0.8874 -4.7657
S: -5.8631 -1.0486 -3.1692
O: -5.1927 0.0292 -2.4764
O: -7.2647 -1.3482 -2.9897
O: -5.0059 -2.4152 -2.9340
H: -5.3777 -3.6378 -4.5379
H: -3.6544 -3.4829 -4.0967
H: -4.5534 -2.0235 -6.1803
H: -3.5543 -1.1966 -4.9532
C: -5.6874 -4.5914 0.2020
C: -5.9764 -3.2426 0.8555
O: -5.6158 -3.4067 2.2251
S: -4.3740 -4.4595 2.3236
O: -3.1460 -3.7015 2.4165
O: -4.7299 -5.4995 3.2608
O: -4.4869 -5.0614 0.8127
H: -6.4833 -5.3118 0.4164
H: -5.5567 -4.5062 -0.8801
H: -7.0258 -2.9523 0.7651
H: -5.3436 -2.4557 0.4316
C: 1.0895 -3.7274 -5.2622
C: 0.6626 -4.4882 -4.0098
O: -0.7556 -4.3523 -3.9558
S: -1.3388 -4.2758 -5.4771
O: -1.7939 -5.5960 -5.8528
O: -2.1650 -3.0965 -5.5911
O: 0.0778 -3.9923 -6.2325
H: 1.1118 -2.6482 -5.0794
H: 2.0659 -4.0534 -5.6306
H: 1.1231 -4.0891 -3.1028
H: 0.8966 -5.5544 -4.0975
C: -4.6088 2.6317 -7.6991
C: -4.6883 1.2831 -6.9887
O: -3.4875 0.6022 -7.3451
S: -2.2961 1.6982 -7.5447
O: -1.5280 1.7576 -6.3209
O: -1.6955 1.4892 -8.8416
O: -3.2400 3.0254 -7.6175
H: -4.8731 2.5360 -8.7572
H: -5.2503 3.3833 -7.2313
H: -5.5642 0.7042 -7.2909
H: -4.6942 1.4105 -5.9010
C: 2.2618 -7.8308 -1.3414
C: 3.7193 -7.9224 -0.8976
O: 4.3491 -6.7656 -1.4435
S: 3.2655 -5.5477 -1.4964
O: 3.4617 -4.7181 -0.3284
O: 3.2364 -5.0201 -2.8407
O: 1.9257 -6.4466 -1.2624
H: 2.1458 -8.1506 -2.3820
H: 1.5983 -8.4213 -0.7040
H: 4.2073 -8.8322 -1.2555
H: 3.8033 -7.8697 0.1930
C: 7.9895 8.3694 1.2952
C: 7.5626 7.6085 2.5477
O: 6.1444 7.7445 2.6016
S: 5.5612 7.8209 1.0803
O: 5.1061 6.5007 0.7047
O: 4.7350 9.0003 0.9664
O: 6.9778 8.1044 0.3249
H: 8.0118 9.4485 1.4781
H: 8.9659 8.0433 0.9268
H: 8.0231 8.0076 3.4546
H: 7.7966 6.5423 2.4599
C: 6.2463 -4.5899 -7.6912
C: 5.7170 -4.9543 -9.0757
O: 4.3534 -5.3166 -8.8705
S: 3.7527 -4.4399 -7.6332
O: 3.0420 -3.3080 -8.1854
O: 3.1656 -5.3461 -6.6738
O: 5.1754 -3.9074 -7.0412
H: 6.4806 -5.4876 -7.1100
H: 7.1309 -3.9497 -7.7428
H: 6.2711 -5.7794 -9.5296
H: 5.7392 -4.0888 -9.7464
C: 0.3126 1.0477 10.3952
C: 0.0236 2.3964 11.0487
O: 0.3842 2.2324 12.4183
S: 1.6260 1.1795 12.5168
O: 2.8540 1.9375 12.6097
O: 1.2701 0.1396 13.4540
O: 1.5131 0.5776 11.0059
H: -0.4833 0.3272 10.6096
H: 0.4433 1.1328 9.3131
H: -1.0258 2.6867 10.9583
H: 0.6564 3.1834 10.6248

=====

ORCA calculation (ωB97M-V/def2-TZVPD) on a structure of composition C6H13O4Sn.

Its energy above the lowest of the compared OMol25 structures with the same formula, charge and spin is 5.15 kcal per mole. The value obtained for the calculated total energy is -751.4372 Ha. The total charge is -1. The value obtained for the gap between HOMO and LUMO (alpha / beta) is 5.3 / 4.3 eV.

Atoms and positions in Å:
O: 2.8870 0.3331 -1.9264
C: 2.2593 1.1602 -1.0629
C: 1.8989 0.6222 0.2222
O: 2.6760 -0.4859 0.5868
C: 2.2591 -1.1600 1.7559
Sn: 3.6051 -1.3399 -1.1952
H: 2.7141 2.1649 -0.9859
H: 1.8474 1.3421 1.0502
H: 2.9926 -1.9508 1.9571
H: 2.2254 -0.4694 2.6119
H: 1.2664 -1.6106 1.5986
H: 0.7876 1.6286 -1.5852
H: 0.2612 0.7181 0.0853
O: -0.5730 1.8116 -1.5862
C: -3.6231 -1.2280 0.4215
O: -2.7994 -0.0901 0.4731
C: -2.1383 0.1696 -0.7344
C: -1.0925 1.2396 -0.5225
H: -4.1084 -1.3736 1.3980
H: -4.3959 -1.0880 -0.3479
H: -3.0338 -2.1298 0.1746
H: -2.8532 0.5046 -1.5095
H: -1.6352 -0.7390 -1.1189
H: -1.4273 1.9704 0.2398

=====

ORCA calculation (ωB97M-V/def2-TZVPD) on a cluster of 13 separate species, C32H75N3O10S10 in total.

The value obtained for the calculated total energy is -6162.3571 Ha. The value obtained for the gap between HOMO and LUMO is 8.2 eV.

Atoms and positions in Å:
C: -2.0651 -1.5650 3.8775
S: -2.8042 0.0325 4.3526
O: -2.3004 1.0173 3.2912
C: -4.5601 -0.5109 3.9683
H: -2.4060 -2.3428 4.5608
H: -0.9754 -1.5504 3.8966
H: -2.4738 -1.8942 2.9221
H: -4.7863 -1.2889 4.6975
H: -4.8228 -0.8003 2.9507
H: -5.1871 0.3546 4.1822
C: -0.2391 -3.5733 0.1988
S: 0.5387 -5.1420 -0.2051
O: -0.5737 -6.1225 0.0753
C: 0.5172 -5.0234 -2.0927
H: 0.2156 -3.0247 1.0236
H: -1.3242 -3.5945 0.3005
H: -0.1262 -2.8905 -0.6433
H: -0.4293 -5.0064 -2.6330
H: 1.0890 -5.8598 -2.4945
H: 1.0949 -4.1998 -2.5124
C: -0.7909 3.0420 -2.5442
S: -2.2772 2.3038 -3.2399
O: -2.0352 0.8520 -3.6219
C: -2.2577 3.2366 -4.7741
H: 0.0851 3.0524 -3.1927
H: -0.6393 2.4017 -1.6752
H: -0.9434 4.0954 -2.3091
H: -3.1592 2.8625 -5.2592
H: -1.3950 2.9710 -5.3852
H: -2.3169 4.3072 -4.5778
C: 2.8736 -1.2336 -6.6055
S: 2.3754 -1.6584 -4.8311
O: 3.6737 -1.5441 -4.0422
C: 1.3025 -0.2219 -4.6346
H: 2.0734 -1.2373 -7.3456
H: 3.6112 -2.0072 -6.8188
H: 3.4151 -0.2881 -6.6364
H: 1.7607 0.6924 -5.0118
H: 1.1661 -0.0359 -3.5693
H: 0.3965 -0.4505 -5.1959
C: -1.9519 3.4464 5.6746
S: -0.4019 4.0614 4.9855
O: 0.4808 4.1138 6.2413
C: -0.0355 2.5004 4.0594
H: -2.4549 2.7836 4.9705
H: -2.7339 4.2045 5.7180
H: -1.7665 3.0001 6.6516
H: -0.4119 1.6401 4.6128
H: 1.0457 2.4806 3.9219
H: -0.5935 2.5900 3.1273
C: -4.5225 0.6529 0.7749
S: -4.8328 1.3586 -0.9600
O: -6.3500 1.4352 -1.0417
C: -4.2479 3.0788 -0.5211
H: -4.8530 -0.3857 0.7868
H: -5.1109 1.1399 1.5525
H: -3.4608 0.6723 1.0210
H: -4.9066 3.5947 0.1776
H: -4.2032 3.7924 -1.3438
H: -3.2347 3.1611 -0.1276
C: 4.6810 -1.4213 -0.9399
S: 6.0216 -0.4328 -1.7937
O: 7.1552 -1.3933 -1.9756
C: 6.2725 0.3491 -0.0994
H: 4.1098 -0.8801 -0.1857
H: 5.1251 -2.2989 -0.4700
H: 4.0017 -1.7753 -1.7153
H: 5.4109 0.8632 0.3265
H: 6.9894 1.1659 -0.1833
H: 6.6653 -0.3748 0.6147
C: 4.6777 2.8692 3.0750
S: 3.8854 4.3181 2.1869
O: 2.5485 3.8580 1.7239
C: 3.5313 5.3169 3.7306
H: 4.0775 2.3757 3.8395
H: 5.5488 3.2376 3.6168
H: 4.9081 1.9924 2.4697
H: 3.2450 4.6658 4.5566
H: 2.7404 6.0357 3.5163
H: 4.3850 5.9570 3.9530
C: -4.2482 -4.7629 -0.1612
S: -3.7556 -3.9223 1.3920
O: -3.5036 -2.5271 0.9060
C: -5.3554 -3.9444 2.3595
H: -3.4332 -4.8664 -0.8775
H: -5.0232 -4.1156 -0.5716
H: -4.7134 -5.7436 -0.0618
H: -6.0434 -3.2660 1.8551
H: -5.1875 -3.3916 3.2837
H: -5.8095 -4.8894 2.6579
C: -3.0663 -1.9060 -4.0084
S: -4.8044 -2.5516 -3.9702
O: -5.2882 -2.3674 -5.3931
C: -4.3276 -4.3356 -3.9350
H: -2.6939 -1.7527 -2.9955
H: -3.2054 -0.9260 -4.4649
H: -2.3476 -2.5523 -4.5122
H: -5.1918 -4.9932 -4.0291
H: -3.7742 -4.6476 -3.0492
H: -3.5934 -4.5180 -4.7197
N: 3.9480 3.5450 -3.3045
C: 4.9310 4.0131 -2.5062
C: 4.7867 3.5144 -1.2094
C: 3.5886 2.8278 -1.2184
C: 3.0865 2.8439 -2.4947
H: 3.8598 3.7487 -4.2898
H: 5.6584 4.6994 -2.9140
H: 5.4458 3.8448 -0.4202
H: 3.1357 2.4222 -0.3258
H: 2.1609 2.4243 -2.8601
N: -0.6662 0.6390 0.8030
C: -1.1912 -0.1597 -0.1596
C: -0.2554 -0.3079 -1.1652
C: 0.9196 0.3446 -0.7243
C: 0.6523 0.9283 0.4912
H: -1.2065 0.9202 1.6087
H: -2.1857 -0.5465 0.0069
H: -0.2374 -0.8906 -2.0744
H: 1.8261 0.4332 -1.3048
H: 1.2608 1.5189 1.1600
N: 3.5373 -1.9394 4.7766
C: 3.7180 -2.4066 3.5284
C: 2.7494 -1.8619 2.6688
C: 1.9797 -1.0937 3.4271
C: 2.3733 -1.1941 4.7681
H: 4.2184 -2.0057 5.5195
H: 4.5476 -3.0618 3.3078
H: 2.7259 -1.9512 1.5928
H: 1.2169 -0.4827 2.9676
H: 2.0468 -0.6912 5.6664

=====

ORCA calculation (ωB97M-V/def2-TZVPD) on the ion C5H11N4S2 with charge +1.

Its energy above the lowest of the compared OMol25 structures with the same formula, charge and spin is 0.00 kcal per mole. The value obtained for the calculated total energy is -1212.1931 Ha. The total charge is +1. The value obtained for the gap between HOMO and LUMO is 9.1 eV.

Atoms and positions in Å:
C: 0.9189 0.3642 0.8124
C: -1.1567 0.4425 -0.0650
C: -0.4865 1.6997 -1.9554
C: 3.5790 -0.3591 1.0410
C: -2.4313 -1.7081 -1.2383
N: 0.9979 0.6501 -0.4347
N: -0.2364 0.7602 -0.8999
N: -0.4466 0.2045 1.1459
N: -0.9193 -0.3286 2.2967
S: 2.1125 -0.0568 1.9868
S: -2.7743 -0.0759 -0.4798
H: -1.5250 1.8035 -2.0149
H: -0.0507 2.7219 -1.7779
H: -0.0310 1.4892 -2.9222
H: 4.0053 0.5488 0.7138
H: 3.2319 -0.9779 0.2176
H: 4.2242 -0.8211 1.7282
H: -3.1935 -1.9201 -2.0908
H: -2.6905 -2.3272 -0.3932
H: -1.4117 -1.9729 -1.4822
H: -0.1715 -0.5042 3.0114
H: -1.5444 0.3674 2.8005

=====

ORCA calculation (ωB97M-V/def2-TZVPD) on a cluster of 2 separate species, C17H19N2O2 in total.

Its energy above the lowest of the compared OMol25 structures with the same formula, charge and spin is 0.00 kcal per mole. The value obtained for the calculated total energy is -918.9316 Ha. The total charge is -1. The value obtained for the gap between HOMO and LUMO is 2.6 eV.

Atoms and positions in Å:
C: 0.0985 -3.9704 1.3369
C: -1.2291 -3.0695 1.3998
N: -1.6843 -2.8070 2.6263
C: -1.9606 -2.4828 0.0737
N: -0.8897 -2.2383 -0.9587
C: -0.4349 -0.8283 -0.8151
C: 1.1001 -0.7137 -1.2690
C: 2.1896 -1.7354 -0.8526
C: 3.6977 -1.5828 -1.2700
C: 4.1083 -0.3783 -2.1554
C: 2.9997 0.6274 -2.5500
C: 3.4314 1.9049 -3.4471
C: 1.5008 0.5068 -2.1596
H: -0.0290 -5.0123 1.7830
H: 0.9652 -3.4473 1.8816
H: 0.4180 -4.1109 0.2411
H: -2.5346 -2.2331 2.5029
H: -2.5826 -1.5469 0.2899
H: -2.6707 -3.2787 -0.3547
H: -0.5822 -0.4443 0.2651
H: -1.0363 -0.1851 -1.5793
H: 1.9631 -2.6610 -0.2162
H: 4.4751 -2.3363 -0.9216
H: 5.2060 -0.3021 -2.4547
H: 3.4269 2.8036 -2.7184
H: 2.6692 2.0795 -4.2863
H: 4.4667 1.7658 -3.9070
H: 0.7000 1.2661 -2.4595
C: -1.4447 2.0729 2.6383
C: -1.2540 3.3930 2.6305
C: -2.1098 4.2867 1.8223
O: -1.9351 5.4925 1.8132
C: -3.1857 3.6615 1.0243
C: -3.3767 2.3416 1.0318
C: -2.5208 1.4477 1.8405
O: -2.6947 0.2459 1.8497
H: -0.8271 1.4031 3.2236
H: -0.4712 3.8669 3.2096
H: -3.8033 4.3310 0.4387
H: -4.1594 1.8676 0.4525